{"formula": "C20H21Cl8GeMnNS3SbSi", "method": "the ωB97M-V functional and the def2-TZVPD basis", "s2": 4.103, "charge": -1, "spin_multiplicity": 4, "e_lumo_ev": [1.0583, 1.7609], "elements": ["Mn", "S", "Sb", "S", "S", "C", "N", "C", "C", "C", "C", "C", "C", "C", "C", "H", "H", "H", "H", "H", "H", "H", "H", "H", "H", "H", "H", "C", "Si", "C", "C", "C", "C", "H", "H", "H", "H", "H", "H", "H", "H", "H", "Cl", "Ge", "Cl", "Cl", "Cl", "C", "C", "C", "Cl", "C", "Cl", "C", "Cl", "C", "Cl"], "coordinates": [[1.63731, 0.51724, -0.84398], [5.28170, 3.80084, -0.38016], [5.01250, 1.70271, -1.09494], [3.48824, 0.69975, 0.50689], [2.71860, 1.61429, -2.77155], [-3.11919, -0.24943, 1.88650], [-2.22127, 0.88501, 1.84478], [-1.20933, 0.78050, 2.88802], [-1.66843, 1.01821, 0.49229], [-0.71425, 2.18320, 0.38901], [-1.22232, 3.42386, 0.78998], [-0.43553, 4.55779, 0.83471], [0.90046, 4.47258, 0.47149], [1.42114, 3.26416, 0.04390], [0.61508, 2.12722, -0.02233], [-3.58960, -0.31470, 2.86975], [-2.60243, -1.20494, 1.68684], [-3.90343, -0.13020, 1.13600], [-1.71080, 0.72847, 3.85735], [-0.57274, 1.66425, 2.88126], [-0.56580, -0.09956, 2.77389], [-2.51814, 1.19972, -0.17109], [-1.18553, 0.09552, 0.15706], [-2.25870, 3.46032, 1.10558], [-0.85826, 5.50010, 1.16175], [1.54981, 5.33834, 0.51069], [2.46463, 3.23638, -0.22619], [-0.49803, -2.75497, 3.77874], [0.12601, -3.20064, 2.06742], [-1.21220, -4.10885, 1.11986], [1.64858, -4.28164, 2.21591], [0.57910, -1.69484, 1.13699], [0.91473, -0.74911, 0.44759], [-0.61804, -3.65551, 4.38675], [-1.46257, -2.24580, 3.73161], [0.20465, -2.09190, 4.28734], [-1.50757, -5.03026, 1.62802], [-0.85956, -4.36825, 0.11933], [-2.09965, -3.48236, 1.00707], [1.44259, -5.18165, 2.80071], [2.45896, -3.73387, 2.70055], [1.99932, -4.58703, 1.22814], [3.41931, 4.63314, -4.40476], [1.85237, 3.32868, -3.74596], [0.46114, 4.59438, -2.73773], [0.83514, 2.65513, -5.52172], [-1.57655, 1.52858, -2.72655], [-0.79044, 0.01403, -2.99793], [0.35873, -0.29894, -2.28943], [1.01052, -1.45308, -2.69612], [2.56219, -1.70051, -1.94219], [0.55416, -2.32446, -3.66956], [1.44223, -3.74046, -4.07909], [-0.64271, -2.01380, -4.30810], [-1.27505, -3.07331, -5.51087], [-1.30495, -0.83243, -3.98412], [-2.75613, -0.42191, -4.81940]]}